Record 1
This record from OMol25 describes C3H3N3O2 in the gas phase in a non-equilibrium geometry. The level of theory is ωB97M-V with the def2-TZVPD basis set.

Calculated values
SMILES: NC(=O)c1ncno1
M (Da): 113.08
E_HOMO (eV): -10.69
Total energy (Eh): -430.81893
Energy relative to the best compared isomer or geometry (same formula, charge and spin) (eV): 2.7768
Multiplicity: 1

The geometry in XYZ format:
```
11
Properties=species:S:1:pos:R:3:mulliken_charge:R:1
N -0.90491 1.63661 1.15538 -0.39
C -0.90431 1.05969 -0.09581 0.11
O -1.68749 1.24653 -0.95282 -0.51
C 0.13258 0.00895 -0.23846 0.74
N 0.04291 -1.09921 -1.07715 -0.45
C 1.02987 -1.84271 -0.52627 0.00
N 1.52160 -1.33017 0.61030 -0.32
O 0.96828 -0.10867 0.70544 -0.12
H -1.51752 2.53888 1.31867 0.28
H -0.15303 1.40427 1.82545 0.26
H 1.25819 -2.85220 -0.82145 0.40
```



Record 2
This record from OMol25 describes C3H3N3O2 in the gas phase in a non-equilibrium geometry. The level of theory is ωB97M-V with the def2-TZVPD basis set.

Calculated values
SMILES: N/N=C1/N=CC(=O)O1
M (Da): 113.08
E_HOMO (eV): -8.66
Total energy (Eh): -430.80372
Energy relative to the best compared isomer or geometry (same formula, charge and spin) (eV): 3.1908
Multiplicity: 1

The geometry in XYZ format:
```
11
Properties=species:S:1:pos:R:3:mulliken_charge:R:1
N -1.16216 -1.63959 -1.19499 -0.27
N 0.01728 -1.35901 -0.94771 -0.29
C 0.30399 -0.29260 -0.33738 0.53
N 1.56107 -0.02364 0.17359 -0.41
C 1.38499 0.85805 1.11739 -0.14
C -0.03859 1.47336 0.99442 0.54
O -0.42117 2.48010 1.49657 -0.48
O -0.68704 0.66945 -0.01509 -0.37
H -1.13244 -2.42631 -1.89978 0.26
H -1.96702 -1.03585 -1.11642 0.24
H 2.14109 1.29606 1.72941 0.39
```